13
Properties=species:S:1:pos:R:3 method="wB97M-V/def2-TZVPD" charge=-1 gap_ha=0.2686 e_homo_ev=-3.50 mol_weight_da=109.104 multiplicity=1 smiles="C/C=C/C([O-])=C=C=O" lumo_ev=3.811 e_above_lowest_kcal_mol=44.7 energy_ha=-382.0551
O 2.68 -0.14 -1.14
O -1.50 -0.61 -3.00
C -0.01 -0.22 0.90
C -1.01 0.37 1.92
C 0.79 0.44 0.08
C 0.74 -0.84 -2.18
C -0.49 -0.62 -2.47
C 1.45 -0.28 -1.19
H -1.91 0.12 1.48
H -0.79 0.13 2.92
H 0.93 1.52 -0.10
H 0.15 -1.34 0.98
H -1.03 1.49 1.81

---

15
Properties=species:S:1:pos:R:3 method="wB97M-V/def2-TZVPD" charge=0 gap_ha="0.2571 / 0.2571" e_homo_ev="-8.40 / -8.41" mol_weight_da=325.919 multiplicity=1 lumo_ev="-1.408 / -1.411" e_above_lowest_kcal_mol=0.0 energy_ha=-823.8904
I 0.59 -4.59 -0.90
I 3.45 -3.43 0.97
N 1.56 -2.84 -0.24
N 0.66 -2.25 0.60
C -0.86 -0.53 -0.15
C -0.59 -0.85 -1.69
C 0.45 -0.85 0.55
H 0.59 -0.48 1.55
H -1.62 -1.09 0.26
H 0.27 -1.52 -1.70
H -0.15 0.00 -2.19
H -0.09 -2.88 0.77
H -1.45 -1.19 -2.24
H 1.30 -0.40 -0.04
H -1.07 0.52 0.00

---

What did the second record say?
15
Properties=species:S:1:pos:R:3 method="wB97M-V/def2-TZVPD" charge=0 gap_ha="0.2571 / 0.2571" e_homo_ev="-8.40 / -8.41" mol_weight_da=325.919 multiplicity=1 lumo_ev="-1.408 / -1.411" e_above_lowest_kcal_mol=0.0 energy_ha=-823.8904
I 0.59 -4.59 -0.90
I 3.45 -3.43 0.97
N 1.56 -2.84 -0.24
N 0.66 -2.25 0.60
C -0.86 -0.53 -0.15
C -0.59 -0.85 -1.69
C 0.45 -0.85 0.55
H 0.59 -0.48 1.55
H -1.62 -1.09 0.26
H 0.27 -1.52 -1.70
H -0.15 0.00 -2.19
H -0.09 -2.88 0.77
H -1.45 -1.19 -2.24
H 1.30 -0.40 -0.04
H -1.07 0.52 0.00